1.
One molecule with the formula C10H13P. Source: OMol25; level of theory: ωB97M-V with the def2-TZVPD basis set.

Properties
M in u: 164.188
Orbital gap (alpha / beta) in eV: 6.90 / 6.90
E_LUMO (alpha / beta) in eV: 0.03 / 0.03

Each line ends with the natural charge from an NBO analysis.
Atoms and positions in Å:
C: -0.126 3.598 0.168  -0.133
C: -0.973 3.012 1.043  -0.233
C: -0.734 -1.159 0.581  -0.776
C: -0.143 -2.351 -0.096  -0.102
C: 1.053 -2.542 -0.603  0.046
C: 2.060 -3.000 -1.292  -0.472
C: 0.978 2.804 -0.520  -0.489
C: -1.163 1.655 1.476  -0.711
C: 0.697 1.360 -0.786  -0.718
C: -1.110 -3.514 -0.248  -0.593
P: -0.076 0.470 0.472  1.285
H: -0.067 4.584 -0.011  0.201
H: -1.625 3.704 1.535  0.205
H: -1.715 -1.003 1.090  0.248
H: 2.201 -2.799 -2.339  0.199
H: 2.979 -3.417 -0.949  0.204
H: 1.319 3.145 -1.494  0.229
H: 1.849 3.152 0.139  0.216
H: -0.891 1.481 2.630  0.252
H: -2.164 1.269 1.413  0.247
H: 1.543 0.786 -1.361  0.255
H: -1.747 -3.377 0.595  0.209
H: -0.534 -4.370 -0.152  0.218
H: -1.612 -3.488 -1.290  0.217

=====

2.
C10H14B2CaF4N6 as an isolated structure. Source: OMol25; level of theory: ωB97M-V with the def2-TZVPD basis set.

Properties
Total charge: +2
M in u: 355.958
Orbital gap (alpha / beta) in eV: 3.76 / 4.12
E_LUMO (alpha / beta) in eV: -12.22 / -12.09

Each line ends with the natural charge from an NBO analysis.
Atoms and positions in Å:
C: 3.271 0.312 -0.235  0.027
N: 1.993 0.378 -0.631  -0.317
N: 1.959 0.117 -2.005  -0.282
C: 3.231 -0.079 -2.446  0.129
C: 4.115 0.033 -1.340  0.017
B: 0.607 0.172 -2.852  0.521
N: -0.460 -0.990 -2.581  -0.284
N: -1.207 -1.079 -1.401  -0.335
C: -2.042 -2.122 -1.513  0.024
C: -1.900 -2.721 -2.792  0.001
C: -0.884 -1.959 -3.435  0.123
Ca: -0.080 -0.034 0.237  1.832
N: -0.095 1.537 -2.516  -0.365
N: -0.511 1.762 -1.211  -0.473
C: -1.075 2.970 -1.166  0.023
C: -1.041 3.570 -2.450  -0.262
C: -0.405 2.613 -3.277  0.030
H: -1.483 3.369 -0.231  0.259
H: -0.158 2.630 -4.334  0.253
H: -1.418 4.538 -2.721  0.274
H: 0.908 0.134 -4.030  0.021
H: -0.449 -2.028 -4.423  0.279
H: 3.405 -0.269 -3.497  0.280
H: -2.435 -3.554 -3.191  0.283
H: 5.186 -0.072 -1.352  0.287
H: -2.712 -2.424 -0.697  0.292
H: 3.574 0.450 0.811  0.299
H: -1.923 -0.725 1.760  0.110
C: -2.065 -1.526 2.499  -0.845
H: -2.917 -2.147 2.179  0.210
H: -1.149 -2.120 2.622  0.238
H: -2.267 -1.019 3.451  0.294
F: 0.090 0.006 2.235  -0.661
B: 0.178 0.146 3.657  1.375
F: 0.200 -1.213 4.106  -0.558
F: 1.363 0.888 3.859  -0.545
F: -1.066 0.772 4.016  -0.556

=====

3.
C10H14BF5N6OTeZr as an isolated structure. Source: OMol25; level of theory: ωB97M-V with the def2-TZVPD basis set.

Properties
Total charge: +2
M in u: 558.889
Orbital gap in eV: 3.38
E_LUMO in eV: -10.33

Each line ends with the Löwdin charge.
Atoms and positions in Å:
H: 1.572 3.497 0.880  0.133
N: 1.022 1.808 -0.390  -0.166
B: -0.009 0.381 -2.281  -0.423
N: 0.447 1.733 -1.632  0.037
C: 0.523 2.949 -2.216  0.050
Zr: 2.487 0.739 0.684  2.059
H: 0.253 3.071 -3.262  0.166
C: 0.979 3.859 -1.264  0.020
H: 1.060 4.922 -1.401  0.132
C: 1.276 3.143 -0.106  -0.087
H: 0.115 0.513 -3.470  0.122
C: -2.455 -2.474 3.164  -0.034
H: -1.609 -2.525 3.850  0.009
H: -2.415 -1.510 2.655  0.006
H: -2.334 -3.252 2.408  0.023
N: -1.544 -0.019 -2.166  -0.088
N: 1.068 -0.695 -1.854  0.037
N: -2.149 -0.258 -0.959  0.020
N: 1.691 -0.714 -0.629  -0.168
C: -2.468 -0.183 -3.167  -0.086
C: 1.668 -1.607 -2.648  0.042
H: -2.216 -0.041 -4.207  0.114
H: 1.435 -1.655 -3.710  0.166
C: -3.680 -0.547 -2.581  -0.051
C: 2.546 -2.354 -1.870  0.014
C: -3.423 -0.586 -1.192  -0.140
C: 2.530 -1.817 -0.586  -0.081
H: -4.617 -0.753 -3.055  0.098
H: 3.110 -3.213 -2.199  0.134
H: -4.141 -0.836 -0.418  0.111
H: 3.018 -2.150 0.332  0.137
H: -3.365 -2.581 3.667  0.002
F: 1.238 0.648 6.099  -0.294
Te: 1.344 0.441 4.224  1.957
F: 3.234 0.460 4.381  -0.345
F: 1.407 -1.450 4.345  -0.312
F: -0.555 0.410 4.098  -0.299
F: 1.345 2.340 4.125  -0.336
O: 1.612 0.306 2.352  -0.678

=====

4.
C10H14BFN6Pd as an isolated structure. Source: OMol25; level of theory: ωB97M-V with the def2-TZVPD basis set.

Properties
Expectation value of S²: 6.048
Total charge: +2
M in u: 354.494
Orbital gap (alpha / beta) in eV: 9.52 / 5.44
E_LUMO (alpha / beta) in eV: -7.04 / -11.41
2S+1: 5

Each line ends with the Löwdin spin population.
Atoms and positions in Å:
H: 1.861 3.122 -0.084  0.035
N: 0.839 1.741 -1.341  0.193
B: 0.099 0.408 -3.324  0.006
N: 0.407 1.774 -2.667  0.078
C: 0.685 2.997 -3.177  0.038
Pd: 2.502 1.406 -0.371  1.245
H: 0.471 3.204 -4.205  0.001
C: 1.322 3.771 -2.228  0.057
H: 1.729 4.764 -2.274  0.002
C: 1.491 2.913 -1.110  0.054
H: 0.279 0.540 -4.505  0.001
C: -2.031 -2.173 3.272  0.000
H: -1.356 -2.534 4.055  0.000
H: -1.476 -2.051 2.336  0.000
H: -2.816 -2.919 3.107  0.000
N: -1.417 -0.015 -3.140  0.056
N: 1.231 -0.579 -2.820  0.130
N: -2.041 -0.228 -1.933  0.338
N: 1.999 -0.476 -1.642  0.305
C: -2.323 -0.168 -4.146  0.290
C: 1.796 -1.547 -3.598  0.186
H: -2.029 0.028 -5.172  0.009
H: 1.474 -1.696 -4.624  0.004
C: -3.545 -0.553 -3.587  0.322
C: 2.813 -2.178 -2.894  0.404
C: -3.316 -0.568 -2.193  -0.016
C: 2.857 -1.511 -1.640  0.022
H: -4.443 -0.812 -4.109  0.012
H: 3.410 -3.011 -3.196  0.016
H: -4.038 -0.808 -1.418  -0.005
H: 3.533 -1.694 -0.807  -0.004
H: -2.444 -1.257 3.553  0.000
F: 3.831 0.314 0.635  0.223

=====

5.
C10H14BIN6Ti as an isolated structure. Source: OMol25; level of theory: ωB97M-V with the def2-TZVPD basis set.

Properties
Expectation value of S²: 2.010
M in u: 403.847
Orbital gap (alpha / beta) in eV: 6.48 / 8.90
E_LUMO (alpha / beta) in eV: 0.50 / 0.47
2S+1: 3

Each line ends with the natural charge from an NBO analysis.
Atoms and positions in Å:
H: -0.085 3.089 2.497  0.238
N: 0.120 1.818 0.803  -0.405
B: 0.761 0.818 -1.473  0.533
N: 0.609 2.022 -0.479  -0.326
C: 0.775 3.334 -0.673  0.020
Ti: -0.220 -0.105 1.136  1.076
H: 1.053 3.699 -1.656  0.225
C: 0.498 4.020 0.514  -0.347
H: 0.549 5.071 0.697  0.235
C: 0.130 3.029 1.441  -0.001
H: 1.286 1.230 -2.483  -0.020
C: -2.133 -2.826 3.216  -0.850
H: -2.475 -3.099 4.219  0.221
H: -1.146 -3.252 3.057  0.216
H: -2.819 -3.214 2.458  0.201
N: -0.639 0.223 -1.699  -0.330
N: 1.657 -0.329 -0.896  -0.325
N: -1.379 -0.278 -0.643  -0.404
N: 1.401 -0.886 0.349  -0.412
C: -1.334 0.147 -2.840  0.013
C: 2.683 -0.979 -1.462  0.021
H: -0.874 0.508 -3.755  0.230
H: 2.976 -0.764 -2.482  0.226
C: -2.579 -0.420 -2.558  -0.349
C: 3.199 -1.909 -0.541  -0.345
C: -2.568 -0.670 -1.174  -0.018
C: 2.399 -1.791 0.606  -0.001
H: -3.360 -0.623 -3.271  0.236
H: 4.025 -2.571 -0.679  0.234
H: -3.310 -1.102 -0.516  0.223
H: 2.498 -2.260 1.574  0.238
H: -2.102 -1.736 3.138  0.216
I: 0.402 -0.192 3.577  -0.468

=====

6.
C10H14BIN6Ti as an isolated structure. Source: OMol25; level of theory: ωB97M-V with the def2-TZVPD basis set.

Properties
Expectation value of S²: 2.011
M in u: 403.847
Orbital gap (alpha / beta) in eV: 7.82 / 5.74
E_LUMO (alpha / beta) in eV: 0.45 / -2.93
2S+1: 3

Each line ends with the natural charge from an NBO analysis.
Atoms and positions in Å:
H: -0.504 2.955 2.445  0.233
N: -0.040 1.646 0.844  -0.321
B: 0.610 0.625 -1.385  0.552
N: 0.522 1.823 -0.377  -0.310
C: 0.908 3.111 -0.527  0.003
Ti: -0.829 -0.419 1.506  1.058
H: 1.401 3.401 -1.440  0.224
C: 0.538 3.787 0.634  -0.348
H: 0.689 4.812 0.832  0.228
C: -0.078 2.841 1.463  -0.006
H: 1.016 0.932 -2.454  -0.027
C: -1.189 -2.475 1.709  -1.137
H: -1.437 -2.523 2.758  0.220
H: -0.326 -3.088 1.489  0.229
H: -2.007 -2.902 1.117  0.213
N: -0.833 0.064 -1.457  -0.295
N: 1.526 -0.415 -0.671  -0.322
N: -1.532 -0.304 -0.305  -0.379
N: 1.172 -0.994 0.529  -0.323
C: -1.642 -0.121 -2.506  0.029
C: 2.705 -0.919 -1.103  -0.002
H: -1.319 0.189 -3.481  0.228
H: 3.140 -0.551 -2.024  0.223
C: -2.839 -0.649 -2.064  -0.347
C: 3.122 -1.862 -0.180  -0.351
C: -2.746 -0.784 -0.677  0.010
C: 2.136 -1.891 0.820  -0.012
H: -3.685 -0.903 -2.671  0.233
H: 4.020 -2.434 -0.239  0.229
H: -3.431 -1.284 0.019  0.237
H: 2.094 -2.560 1.667  0.226
H: -1.563 0.936 1.969  -0.059
I: 0.402 -0.042 3.762  -0.133

=====

What are the max |F| values for these records? In order: 0.104 0.064 0.081 0.137 0.065 0.077 hartree/bohr.
What are the energy above the lowest of the compared OMol25 structures with the same formula, charge and spin values for these records? In order: 93.3 0.0 0.0 71.6 0.0 72.9 kcal per mole.